{"formula": "C34H76BF4FeO17", "method": "ωB97M-V/def2-TZVPD", "charge": 1, "gap_ev": [8.83, 8.65], "spin_multiplicity": 5, "total_energy_ha": -4307.9741, "de_lowest_kj_mol": 62.4, "s2": 6.005, "symbols": ["Fe", "B", "F", "F", "F", "F", "C", "C", "O", "C", "O", "O", "C", "H", "H", "H", "H", "H", "H", "H", "H", "C", "C", "O", "C", "H", "H", "H", "H", "H", "H", "C", "C", "O", "C", "H", "H", "H", "H", "H", "H", "C", "O", "C", "C", "O", "C", "C", "O", "C", "H", "H", "H", "H", "H", "H", "H", "H", "H", "H", "H", "H", "H", "H", "C", "O", "C", "C", "O", "C", "C", "O", "C", "H", "H", "H", "H", "H", "H", "H", "H", "H", "H", "H", "H", "H", "H", "C", "O", "C", "C", "O", "C", "C", "O", "C", "H", "H", "H", "H", "H", "H", "H", "H", "H", "H", "H", "H", "H", "H", "C", "O", "C", "C", "O", "C", "C", "O", "C", "H", "H", "H", "H", "H", "H", "H", "H", "H", "H", "H", "H", "H", "H"], "xyz": [[0.56, -0.66, 2.64], [-0.52, -1.22, 0.06], [0.55, -1.81, 0.88], [-0.18, -1.00, -1.23], [-1.58, -2.06, 0.22], [-0.71, -0.01, 0.72], [4.42, 4.03, 0.77], [4.28, 2.64, 0.26], [3.54, 1.89, 1.19], [3.25, 0.60, 0.92], [2.63, -0.14, 1.66], [3.66, 0.26, -0.31], [3.18, -1.04, -0.70], [5.03, 4.68, 0.14], [4.89, 4.04, 1.74], [3.47, 4.57, 0.80], [5.18, 2.08, -0.05], [3.72, 2.68, -0.68], [3.45, -1.15, -1.73], [2.13, -1.04, -0.63], [3.53, -1.86, -0.07], [-3.69, 0.86, 3.66], [-2.72, -0.14, 3.18], [-1.56, 0.13, 3.31], [-3.25, -1.47, 2.75], [-3.33, 1.71, 4.23], [-4.44, 0.46, 4.39], [-4.27, 1.31, 2.83], [-4.22, -1.28, 2.26], [-3.32, -2.09, 3.61], [-2.46, -1.89, 2.11], [-1.17, -4.40, 5.08], [-0.84, -3.73, 3.82], [-0.53, -2.53, 3.84], [-0.83, -4.49, 2.57], [-0.70, -3.78, 5.86], [-0.75, -5.43, 5.16], [-2.28, -4.43, 5.22], [-0.53, -5.54, 2.67], [-0.24, -3.97, 1.83], [-1.87, -4.52, 2.15], [6.60, -7.60, -4.42], [6.79, -6.35, -3.81], [7.31, -6.38, -2.50], [7.17, -4.97, -1.84], [5.75, -4.77, -1.70], [5.30, -3.80, -2.60], [3.85, -4.10, -3.01], [2.84, -3.62, -2.15], [1.62, -3.84, -2.82], [6.39, -7.42, -5.45], [5.78, -8.23, -3.95], [7.49, -8.24, -4.39], [8.33, -6.71, -2.51], [6.75, -7.03, -1.81], [7.64, -4.19, -2.44], [7.59, -5.05, -0.83], [5.93, -3.89, -3.47], [5.40, -2.79, -2.16], [3.89, -5.20, -3.01], [3.62, -3.73, -4.01], [0.82, -3.48, -2.22], [1.46, -4.90, -2.89], [1.51, -3.35, -3.83], [0.19, 2.64, 1.97], [0.75, 1.61, 2.86], [1.22, 2.01, 4.14], [2.12, 0.96, 4.55], [1.34, -0.23, 4.56], [1.94, -1.35, 5.20], [2.95, -2.14, 4.36], [2.28, -2.49, 3.17], [2.91, -3.30, 2.19], [-0.45, 3.30, 2.49], [-0.27, 2.04, 1.19], [1.03, 3.23, 1.59], [0.39, 2.19, 4.80], [1.78, 2.95, 3.96], [2.66, 1.11, 5.45], [2.86, 0.78, 3.78], [1.16, -2.03, 5.48], [2.38, -1.01, 6.16], [3.28, -3.01, 4.89], [3.95, -1.56, 4.18], [3.91, -2.91, 2.15], [2.46, -3.04, 1.24], [2.85, -4.35, 2.41], [-5.24, 2.13, -5.37], [-4.07, 2.94, -5.29], [-4.29, 4.07, -4.55], [-2.99, 4.79, -4.22], [-1.96, 3.93, -3.82], [-2.22, 3.17, -2.70], [-1.01, 2.33, -2.39], [-0.20, 3.04, -1.43], [1.08, 2.59, -1.29], [-5.50, 1.62, -4.41], [-5.03, 1.41, -6.14], [-6.10, 2.66, -5.74], [-4.91, 3.90, -3.70], [-4.81, 4.86, -5.15], [-3.31, 5.53, -3.50], [-2.62, 5.21, -5.15], [-3.07, 2.47, -2.96], [-2.55, 3.74, -1.82], [-0.37, 2.26, -3.34], [-1.26, 1.30, -2.11], [1.20, 1.84, -0.48], [1.64, 3.35, -0.80], [1.56, 2.25, -2.20], [-4.87, 7.53, -2.09], [-4.64, 6.19, -1.65], [-5.10, 5.99, -0.28], [-4.50, 4.66, 0.28], [-4.93, 3.55, -0.52], [-4.52, 2.25, -0.01], [-5.09, 1.29, -1.00], [-6.57, 1.09, -0.78], [-6.69, -0.21, -0.22], [-4.29, 8.19, -1.43], [-5.93, 7.74, -2.05], [-4.52, 7.57, -3.12], [-6.21, 6.01, -0.28], [-4.75, 6.80, 0.39], [-4.75, 4.44, 1.36], [-3.41, 4.81, 0.10], [-5.02, 2.13, 0.98], [-3.44, 2.13, 0.09], [-4.56, 0.34, -0.98], [-5.02, 1.79, -2.00], [-6.11, -0.30, 0.70], [-6.37, -0.95, -0.95], [-7.72, -0.42, -0.02]], "lowdin_spin": [3.8031, 0.0018, 0.0277, 0.0010, 0.0003, 0.0150, 0.0000, 0.0001, 0.0009, 0.0031, 0.0153, 0.0015, 0.0000, 0.0000, 0.0000, 0.0000, 0.0000, 0.0000, 0.0000, 0.0000, 0.0000, 0.0012, 0.0025, 0.0212, 0.0000, 0.0000, 0.0001, 0.0001, 0.0000, 0.0000, -0.0001, 0.0007, 0.0008, 0.0165, -0.0002, 0.0000, 0.0002, -0.0001, -0.0001, -0.0001, 0.0000, 0.0000, 0.0000, 0.0000, 0.0000, 0.0000, 0.0000, 0.0000, 0.0000, 0.0000, 0.0000, 0.0000, 0.0000, 0.0000, 0.0000, 0.0000, 0.0000, 0.0000, 0.0000, 0.0000, 0.0000, 0.0000, 0.0000, 0.0000, 0.0024, 0.0288, 0.0014, 0.0011, 0.0280, 0.0022, 0.0005, 0.0186, 0.0011, 0.0002, 0.0001, 0.0004, 0.0000, 0.0006, 0.0007, 0.0000, 0.0001, 0.0008, 0.0003, 0.0000, 0.0001, 0.0001, 0.0003, 0.0000, 0.0000, 0.0000, 0.0000, 0.0000, 0.0000, 0.0000, 0.0000, 0.0000, 0.0000, 0.0000, 0.0000, 0.0000, 0.0000, 0.0000, 0.0000, 0.0000, 0.0000, 0.0000, 0.0000, 0.0000, 0.0000, 0.0000, 0.0000, 0.0000, 0.0000, 0.0000, 0.0000, 0.0000, 0.0000, 0.0000, 0.0000, 0.0000, 0.0000, 0.0000, 0.0000, 0.0000, 0.0000, 0.0000, 0.0000, 0.0000, 0.0000, 0.0000, 0.0000, 0.0000, 0.0000]}